[1]
A cluster of 4 separate species, C8H16O16S4 in total at a distorted geometry, computed with the ωB97M-V functional and the def2-TZVPD basis.

Computed properties:
Maximum force in eV/A: 5.347
Frontier orbital gap in eV: 10.511
HOMO energy in eV: -10.74
Electronic energy in eV: -84648.3386
LUMO in eV: -0.227
SMILES: O=S1(=O)OCCO1.O=S1(=O)OCCO1.O=S1(=O)OCCO1.O=S1(=O)OCCO1
Net charge: 0

Each line ends with the Mulliken charge.
CARTESIAN COORDINATES (ANGSTROEM)
C1 0.3937 -5.1276 -4.1760  -0.197
C2 1.1402 -3.9665 -3.4820  -0.072
O1 2.4173 -3.8659 -4.2493  -0.407
S1 2.6001 -4.9526 -5.5362  1.078
O2 3.7867 -5.8316 -5.5200  -0.506
O3 2.2702 -4.3017 -6.8085  -0.521
O4 1.2241 -5.6535 -5.1047  -0.389
H1 -0.3309 -4.8003 -4.9217  0.276
H2 -0.0437 -5.8103 -3.4476  0.275
H3 1.3299 -4.0946 -2.4163  0.260
H4 0.8557 -2.9398 -3.7125  0.224
C3 0.2396 0.7532 3.7111  -0.211
C4 -0.5033 -0.5800 3.6537  0.104
O5 0.0248 -1.2896 4.7127  -0.411
S2 0.7495 -0.3629 5.8977  1.043
O6 1.9038 -1.0102 6.4500  -0.498
O7 -0.3030 0.2454 6.7359  -0.535
O8 1.1288 0.8433 4.8329  -0.361
H5 -0.5229 1.4890 3.9663  0.266
H6 0.7073 1.0020 2.7585  0.304
H7 -0.2267 -1.2753 2.8611  0.116
H8 -1.5922 -0.5940 3.7023  0.176
C5 0.9746 6.6013 0.3351  -0.260
C6 -0.0573 6.3287 -0.8377  -0.305
O9 -0.7980 5.2458 -0.4923  -0.324
S3 -0.1410 4.3104 0.7201  1.168
O10 0.3263 3.0009 0.2132  -0.488
O11 -0.8413 4.5110 2.0481  -0.541
O12 1.2443 5.2652 0.6848  -0.341
H9 0.4641 7.0976 1.1605  0.269
H10 1.9239 7.0999 0.1392  0.283
H11 0.3815 6.0937 -1.8074  0.263
H12 -0.8235 7.0740 -1.0515  0.275
C7 -1.3075 0.1404 -0.0366  -0.026
C8 -2.7795 -0.4555 0.2705  -0.328
O13 -2.8083 -1.4955 -0.6442  -0.355
S4 -1.4296 -2.3989 -0.4068  1.049
O14 -0.9510 -3.0998 -1.5875  -0.484
O15 -1.5729 -3.1457 0.8642  -0.541
O16 -0.5473 -1.0178 -0.1910  -0.280
H13 -0.8511 0.9276 0.5636  0.006
H14 -1.3845 0.6732 -0.9844  0.296
H15 -3.5226 0.2211 -0.1516  0.334
H16 -2.7480 -0.8540 1.2845  0.311

=====

[2]
A cluster of 2 separate species, C8H16O4PS in total at a distorted geometry, computed with the ωB97M-V functional and the def2-TZVPD basis.

Computed properties:
Maximum force in eV/A: 3.234
Frontier orbital gap in eV: 6.542
HOMO energy in eV: -3.45
Electronic energy in eV: -36868.5180
LUMO in eV: 3.092
Net charge: -1

Each line ends with the Mulliken charge.
CARTESIAN COORDINATES (ANGSTROEM)
C1 -1.1698 0.5366 -0.0822  -0.058
C2 -0.4380 -1.4664 -1.1784  -1.172
C3 -0.7787 -1.6363 1.2099  -1.274
C4 -2.8746 -1.1916 -0.3642  -1.624
C5 0.0042 1.1533 0.7238  0.365
C6 0.4754 2.4605 0.1438  -0.582
C7 1.3938 1.9630 -0.9216  -0.074
C8 -1.3655 -0.9641 -0.0719  2.188
O1 3.7001 -1.7533 -1.1695  -0.632
O2 -1.9517 1.3246 -0.5608  -0.634
O3 2.3722 -0.6504 0.6027  -0.603
O4 2.4783 2.3728 -1.2194  -0.509
P1 5.1930 0.1092 0.8623  -0.177
S1 3.3379 -0.4617 -0.5465  0.395
H1 -0.0980 -2.4721 -1.2017  0.416
H2 -0.7435 -1.1928 -2.1405  0.393
H3 0.5435 -0.8805 -1.1025  -0.198
H4 -0.9039 -2.8098 1.1414  0.318
H5 -1.2381 -1.3097 2.2042  0.301
H6 0.3506 -1.3989 1.3938  0.191
H7 -3.2535 -0.6717 -1.2790  0.301
H8 -3.5159 -0.6158 0.4492  0.268
H9 -3.0935 -2.2272 -0.4570  0.453
H10 0.8907 0.4285 0.8360  -0.398
H11 -0.2722 1.3849 1.8457  0.281
H12 -0.4180 3.0200 -0.1869  0.338
H13 1.0783 3.1080 0.8060  0.301
H14 4.4071 0.9788 1.5656  -0.008
H15 1.0987 1.1172 -1.6412  0.438
H16 4.7224 -0.8900 1.5852  -0.004

=====

[3]
A cluster of 2 separate species, C8H16OSi in total at a distorted geometry, computed with the ωB97M-V functional and the def2-TZVPD basis.

Computed properties:
Maximum force in eV/A: 3.737
Frontier orbital gap in eV: 8.535
HOMO energy in eV: -7.75
Electronic energy in eV: -18475.2603
LUMO in eV: 0.781
Net charge: 0

Each line ends with the Mulliken charge.
CARTESIAN COORDINATES (ANGSTROEM)
C1 1.2128 -0.5371 2.1446  0.366
C2 0.4195 -0.9111 1.3125  -0.889
C3 3.0657 1.2413 0.3867  -0.939
C4 0.7679 2.3771 -1.0476  -0.926
C5 -0.4496 -1.9268 -1.3392  -1.064
C6 -2.3963 -2.2539 1.1574  -1.055
C7 -2.1295 0.5073 -0.0784  -1.038
C8 2.1513 0.3812 -0.5890  -0.073
O1 1.2010 1.0156 -1.2192  -0.078
Si1 -1.1437 -1.1102 0.2611  0.489
H1 2.0394 -0.4322 2.8156  0.450
H2 2.4740 1.9557 1.0423  0.261
H3 3.6158 0.6077 1.0762  0.292
H4 3.5654 1.8569 -0.4681  0.365
H5 1.5484 2.9785 -1.4926  0.379
H6 0.4907 2.7353 -0.0709  0.367
H7 -0.1327 2.5391 -1.6613  0.298
H8 0.1627 -2.8274 -1.3522  0.378
H9 -1.3565 -2.3114 -1.8865  0.326
H10 -0.0576 -1.1589 -1.9912  0.295
H11 -3.3684 -1.6785 1.1483  0.291
H12 -2.5630 -3.0547 0.3474  0.262
H13 -2.1763 -2.6162 2.1811  0.316
H14 -2.3019 0.6961 -1.2621  0.256
H15 -3.1004 0.5919 0.3284  0.466
H16 -1.5388 1.3349 0.2565  0.205

=====

[4]
A structure of composition C8H17AlBr15NP, computed with the ωB97M-V functional and the def2-TZVPD basis.

Computed properties:
Maximum force in eV/A: 0.287
Frontier orbital gap in eV: 5.473
HOMO energy in eV: -3.71
Electronic energy in eV: -1076584.0590
LUMO in eV: 1.764
Net charge: -1

Each line ends with the Mulliken charge.
CARTESIAN COORDINATES (ANGSTROEM)
C1 0.7078 3.3364 0.1692  -1.105
P1 -0.4205 1.8459 0.0392  0.190
C2 -1.2439 1.8799 1.7179  -0.920
Al1 0.9404 -0.1153 0.2368  -0.275
C3 1.8850 -0.1849 2.0228  -0.405
N1 2.1976 -1.5563 2.5303  -0.718
H1 0.6521 3.9295 -0.7463  0.282
H2 1.7535 3.0676 0.3343  0.324
H3 0.3934 3.9772 0.9966  0.324
H4 -0.7005 2.5192 2.4187  0.414
H5 -1.2766 0.8718 2.1410  0.385
H6 -2.2712 2.2501 1.6384  -0.085
H7 -0.1419 -1.3364 0.2373  -0.145
H8 1.9661 -0.1976 -1.0125  -0.076
H9 2.8189 0.3935 2.0198  0.255
H10 1.2383 0.3223 2.7537  0.238
H11 1.8413 -2.2529 1.8858  0.195
H12 1.6951 -1.7422 3.3896  0.239
C4 -4.1339 3.0040 4.0275  -0.028
Br1 -4.3561 2.9973 5.9436  -0.066
Br2 -4.9631 1.4796 3.2154  0.011
Br3 -4.7709 4.6438 3.2609  -0.006
H13 -3.0734 2.9382 3.8236  0.099
C5 -4.5704 2.9293 -1.4421  -0.290
Br4 -4.2613 1.1884 -0.7154  -0.016
Br5 -6.4030 3.4916 -1.1711  -0.073
Br6 -3.3458 4.2423 -0.7744  -0.024
H14 -4.4216 2.8646 -2.5101  0.349
C6 -0.6088 -5.1021 -0.0978  -0.350
Br7 1.1726 -4.3969 -0.1185  0.007
Br8 -1.7307 -4.2049 1.1688  -0.025
Br9 -1.3783 -5.0957 -1.8644  -0.050
H15 -0.5414 -6.1349 0.2105  0.396
C7 3.5332 1.1723 -4.1271  -0.363
Br10 4.0650 -0.5791 -3.5556  0.043
Br11 1.6809 1.5206 -3.7989  0.021
Br12 4.6564 2.5347 -3.3481  -0.055
H16 3.6884 1.2183 -5.1947  0.336
C8 3.5398 -5.5188 -3.0208  -0.178
Br13 2.9162 -7.3151 -3.3283  -0.046
Br14 5.3667 -5.3054 -3.5870  -0.048
Br15 2.3900 -4.2200 -3.8173  0.027
H17 3.5147 -5.3600 -1.9512  0.212

=====

Please write out number 1 again, unchanged.
A cluster of 4 separate species, C8H16O16S4 in total at a distorted geometry, computed with the ωB97M-V functional and the def2-TZVPD basis.

Computed properties:
Maximum force in eV/A: 5.347
Frontier orbital gap in eV: 10.511
HOMO energy in eV: -10.74
Electronic energy in eV: -84648.3386
LUMO in eV: -0.227
SMILES: O=S1(=O)OCCO1.O=S1(=O)OCCO1.O=S1(=O)OCCO1.O=S1(=O)OCCO1
Net charge: 0

Each line ends with the Mulliken charge.
CARTESIAN COORDINATES (ANGSTROEM)
C1 0.3937 -5.1276 -4.1760  -0.197
C2 1.1402 -3.9665 -3.4820  -0.072
O1 2.4173 -3.8659 -4.2493  -0.407
S1 2.6001 -4.9526 -5.5362  1.078
O2 3.7867 -5.8316 -5.5200  -0.506
O3 2.2702 -4.3017 -6.8085  -0.521
O4 1.2241 -5.6535 -5.1047  -0.389
H1 -0.3309 -4.8003 -4.9217  0.276
H2 -0.0437 -5.8103 -3.4476  0.275
H3 1.3299 -4.0946 -2.4163  0.260
H4 0.8557 -2.9398 -3.7125  0.224
C3 0.2396 0.7532 3.7111  -0.211
C4 -0.5033 -0.5800 3.6537  0.104
O5 0.0248 -1.2896 4.7127  -0.411
S2 0.7495 -0.3629 5.8977  1.043
O6 1.9038 -1.0102 6.4500  -0.498
O7 -0.3030 0.2454 6.7359  -0.535
O8 1.1288 0.8433 4.8329  -0.361
H5 -0.5229 1.4890 3.9663  0.266
H6 0.7073 1.0020 2.7585  0.304
H7 -0.2267 -1.2753 2.8611  0.116
H8 -1.5922 -0.5940 3.7023  0.176
C5 0.9746 6.6013 0.3351  -0.260
C6 -0.0573 6.3287 -0.8377  -0.305
O9 -0.7980 5.2458 -0.4923  -0.324
S3 -0.1410 4.3104 0.7201  1.168
O10 0.3263 3.0009 0.2132  -0.488
O11 -0.8413 4.5110 2.0481  -0.541
O12 1.2443 5.2652 0.6848  -0.341
H9 0.4641 7.0976 1.1605  0.269
H10 1.9239 7.0999 0.1392  0.283
H11 0.3815 6.0937 -1.8074  0.263
H12 -0.8235 7.0740 -1.0515  0.275
C7 -1.3075 0.1404 -0.0366  -0.026
C8 -2.7795 -0.4555 0.2705  -0.328
O13 -2.8083 -1.4955 -0.6442  -0.355
S4 -1.4296 -2.3989 -0.4068  1.049
O14 -0.9510 -3.0998 -1.5875  -0.484
O15 -1.5729 -3.1457 0.8642  -0.541
O16 -0.5473 -1.0178 -0.1910  -0.280
H13 -0.8511 0.9276 0.5636  0.006
H14 -1.3845 0.6732 -0.9844  0.296
H15 -3.5226 0.2211 -0.1516  0.334
H16 -2.7480 -0.8540 1.2845  0.311

=====

What did the fourth record say?
A structure of composition C8H17AlBr15NP, computed with the ωB97M-V functional and the def2-TZVPD basis.

Computed properties:
Maximum force in eV/A: 0.287
Frontier orbital gap in eV: 5.473
HOMO energy in eV: -3.71
Electronic energy in eV: -1076584.0590
LUMO in eV: 1.764
Net charge: -1

Each line ends with the Mulliken charge.
CARTESIAN COORDINATES (ANGSTROEM)
C1 0.7078 3.3364 0.1692  -1.105
P1 -0.4205 1.8459 0.0392  0.190
C2 -1.2439 1.8799 1.7179  -0.920
Al1 0.9404 -0.1153 0.2368  -0.275
C3 1.8850 -0.1849 2.0228  -0.405
N1 2.1976 -1.5563 2.5303  -0.718
H1 0.6521 3.9295 -0.7463  0.282
H2 1.7535 3.0676 0.3343  0.324
H3 0.3934 3.9772 0.9966  0.324
H4 -0.7005 2.5192 2.4187  0.414
H5 -1.2766 0.8718 2.1410  0.385
H6 -2.2712 2.2501 1.6384  -0.085
H7 -0.1419 -1.3364 0.2373  -0.145
H8 1.9661 -0.1976 -1.0125  -0.076
H9 2.8189 0.3935 2.0198  0.255
H10 1.2383 0.3223 2.7537  0.238
H11 1.8413 -2.2529 1.8858  0.195
H12 1.6951 -1.7422 3.3896  0.239
C4 -4.1339 3.0040 4.0275  -0.028
Br1 -4.3561 2.9973 5.9436  -0.066
Br2 -4.9631 1.4796 3.2154  0.011
Br3 -4.7709 4.6438 3.2609  -0.006
H13 -3.0734 2.9382 3.8236  0.099
C5 -4.5704 2.9293 -1.4421  -0.290
Br4 -4.2613 1.1884 -0.7154  -0.016
Br5 -6.4030 3.4916 -1.1711  -0.073
Br6 -3.3458 4.2423 -0.7744  -0.024
H14 -4.4216 2.8646 -2.5101  0.349
C6 -0.6088 -5.1021 -0.0978  -0.350
Br7 1.1726 -4.3969 -0.1185  0.007
Br8 -1.7307 -4.2049 1.1688  -0.025
Br9 -1.3783 -5.0957 -1.8644  -0.050
H15 -0.5414 -6.1349 0.2105  0.396
C7 3.5332 1.1723 -4.1271  -0.363
Br10 4.0650 -0.5791 -3.5556  0.043
Br11 1.6809 1.5206 -3.7989  0.021
Br12 4.6564 2.5347 -3.3481  -0.055
H16 3.6884 1.2183 -5.1947  0.336
C8 3.5398 -5.5188 -3.0208  -0.178
Br13 2.9162 -7.3151 -3.3283  -0.046
Br14 5.3667 -5.3054 -3.5870  -0.048
Br15 2.3900 -4.2200 -3.8173  0.027
H17 3.5147 -5.3600 -1.9512  0.212

=====

> Which of these has the highest maximum force?

C8H16O16S4

=====

Repeat the third record exactly.
A cluster of 2 separate species, C8H16OSi in total at a distorted geometry, computed with the ωB97M-V functional and the def2-TZVPD basis.

Computed properties:
Maximum force in eV/A: 3.737
Frontier orbital gap in eV: 8.535
HOMO energy in eV: -7.75
Electronic energy in eV: -18475.2603
LUMO in eV: 0.781
Net charge: 0

Each line ends with the Mulliken charge.
CARTESIAN COORDINATES (ANGSTROEM)
C1 1.2128 -0.5371 2.1446  0.366
C2 0.4195 -0.9111 1.3125  -0.889
C3 3.0657 1.2413 0.3867  -0.939
C4 0.7679 2.3771 -1.0476  -0.926
C5 -0.4496 -1.9268 -1.3392  -1.064
C6 -2.3963 -2.2539 1.1574  -1.055
C7 -2.1295 0.5073 -0.0784  -1.038
C8 2.1513 0.3812 -0.5890  -0.073
O1 1.2010 1.0156 -1.2192  -0.078
Si1 -1.1437 -1.1102 0.2611  0.489
H1 2.0394 -0.4322 2.8156  0.450
H2 2.4740 1.9557 1.0423  0.261
H3 3.6158 0.6077 1.0762  0.292
H4 3.5654 1.8569 -0.4681  0.365
H5 1.5484 2.9785 -1.4926  0.379
H6 0.4907 2.7353 -0.0709  0.367
H7 -0.1327 2.5391 -1.6613  0.298
H8 0.1627 -2.8274 -1.3522  0.378
H9 -1.3565 -2.3114 -1.8865  0.326
H10 -0.0576 -1.1589 -1.9912  0.295
H11 -3.3684 -1.6785 1.1483  0.291
H12 -2.5630 -3.0547 0.3474  0.262
H13 -2.1763 -2.6162 2.1811  0.316
H14 -2.3019 0.6961 -1.2621  0.256
H15 -3.1004 0.5919 0.3284  0.466
H16 -1.5388 1.3349 0.2565  0.205